A structure of composition C29H37CrN3O at a distorted geometry. Source: OMol25; level of theory: ωB97M-V/def2-TZVPD.

```
71
Properties=species:S:1:pos:R:3:forces:R:3
Cr -0.538 0.273 0.527 -2.744 0.758 -1.632
N -4.602 1.731 0.831 1.781 -0.137 -0.307
N -1.509 -1.210 -2.079 0.974 -0.747 4.390
C 1.084 0.223 1.936 -0.275 0.492 0.465
C -0.066 -0.493 2.453 0.398 0.691 -0.211
C -1.125 0.460 2.615 -0.175 0.070 1.808
C -2.491 0.208 3.213 0.739 0.136 1.572
H -2.657 -0.861 3.375 0.006 0.078 0.042
H -3.312 0.561 2.538 0.649 -0.099 0.234
H -2.627 0.739 4.162 0.381 -0.034 0.349
C -0.656 1.744 2.177 0.602 -0.375 0.504
C -1.467 3.010 2.250 -0.118 0.018 -0.042
H -1.516 3.382 3.286 0.062 -0.146 -0.153
H -2.503 2.855 1.916 0.258 -0.156 0.113
H -1.043 3.816 1.642 0.075 -0.161 0.081
C 0.709 1.608 1.780 0.062 -0.836 0.935
C 1.645 2.727 1.456 -0.021 0.191 -0.295
H 1.110 3.558 0.980 0.171 -0.196 0.061
H 2.427 2.387 0.771 -0.022 0.130 0.015
H 2.139 3.120 2.358 -0.134 -0.176 -0.117
C -0.105 -1.951 2.804 -0.026 -0.009 0.024
H 0.307 -2.123 3.808 -0.056 -0.014 -0.087
H 0.483 -2.549 2.096 -0.105 0.100 0.101
H -1.135 -2.326 2.796 0.207 0.041 -0.034
C 2.452 -0.343 1.741 0.140 -0.164 -0.080
H 3.030 0.250 1.024 -0.060 -0.147 0.107
H 2.395 -1.366 1.350 0.111 0.136 0.030
H 3.018 -0.378 2.685 -0.077 0.018 -0.140
C -5.445 2.545 0.263 -1.149 0.984 -1.070
H -6.117 3.082 1.003 0.415 -0.573 -1.224
C -5.500 2.757 -1.136 -0.103 0.289 0.116
H -6.264 3.474 -1.515 0.769 -0.677 0.068
C -4.590 2.041 -1.989 -0.937 0.982 0.252
H -4.683 2.203 -3.101 0.180 -0.451 1.208
C -3.637 1.230 -1.404 0.310 0.468 1.791
H -2.928 0.577 -1.915 -0.185 0.314 -0.119
C -3.572 1.179 0.070 -2.259 -0.596 -0.860
C -2.743 0.386 0.936 0.745 -2.328 -5.223
H -3.124 -0.694 0.729 0.601 1.243 0.861
C -0.348 -0.969 -1.381 -0.763 -1.391 -3.205
C -1.543 -2.604 -2.239 -2.549 1.226 -1.669
H -2.609 -2.968 -2.215 1.573 -0.310 -0.896
C -0.321 -3.155 -2.308 0.679 1.247 0.412
H -0.015 -4.098 -2.748 0.048 0.471 0.357
N 0.528 -2.093 -1.833 -3.007 0.737 0.757
C 1.876 -2.103 -1.633 0.082 -0.831 0.506
C 2.399 -3.288 -1.113 1.441 0.275 0.178
C 3.799 -3.366 -0.985 -0.407 0.012 -0.109
H 4.249 -4.312 -0.609 -0.215 0.823 -0.249
C 4.608 -2.272 -1.340 -0.659 0.181 -0.194
C 6.093 -2.423 -1.323 0.143 0.004 -0.030
H 6.574 -1.473 -1.087 0.130 -0.068 0.030
H 6.450 -2.754 -2.304 0.092 0.024 0.089
H 6.378 -3.174 -0.586 0.186 0.048 0.003
C 4.019 -1.060 -1.768 -0.053 -0.320 0.153
H 4.663 -0.187 -2.043 -0.600 -0.853 0.355
C 2.622 -0.960 -1.889 0.922 0.461 -0.230
C 1.965 0.334 -2.332 0.376 0.771 0.093
H 1.370 0.216 -3.253 0.097 -0.111 0.412
H 2.759 1.079 -2.541 -0.240 -0.311 0.034
H 1.287 0.768 -1.557 0.672 -0.475 -0.686
C 1.492 -4.366 -0.591 0.353 -1.167 0.414
H 0.872 -4.868 -1.348 0.436 0.286 0.507
H 0.815 -4.025 0.215 0.253 0.116 -0.515
H 2.124 -5.156 -0.157 -0.103 0.190 0.030
C -1.487 3.725 -1.170 -0.268 0.069 0.121
O -0.336 2.904 -0.978 0.467 0.106 -0.625
H -2.134 3.514 -0.309 0.008 0.133 -0.468
H -2.019 3.470 -2.099 0.108 0.056 0.355
H -1.235 4.800 -1.171 0.038 -0.307 0.013
H 0.263 3.030 -1.738 -0.429 -0.211 0.524
```
Positions in Å, forces in eV/Å.

Results
2S+1 ... 4
E_tot ... -65605.2521 eV
LUMO level (spin up / spin down) ... 2.64 / 2.64 eV
Total charge ... -1
HOMO level (spin up / spin down) ... -0.070 / -0.042 Ha

List of Mulliken charges in e, atom by atom: -0.050 -0.415 -0.295 0.847 0.635 -0.220 -1.036 0.307 0.231 0.363 1.601 -1.548 0.300 0.244 0.361 0.994 -1.900 0.336 0.332 0.319 -1.600 0.317 0.009 0.405 -1.483 0.270 0.147 0.283 -0.292 0.308 -0.416 0.309 -0.326 0.331 -0.472 0.446 -0.118 -0.195 0.010 -0.603 -1.313 0.307 -0.120 0.689 0.552 0.706 0.951 -1.203 0.252 0.955 -1.494 0.376 0.271 0.378 -1.159 0.214 1.213 -1.165 0.338 0.358 -0.184 -1.540 0.301 0.144 0.394 -0.571 -0.208 0.064 0.293 0.300 0.166

A structure of composition C35H55CrN2O3S. Source: OMol25; level of theory: ωB97M-V/def2-TZVPD.

```
97
Properties=species:S:1:pos:R:3:forces:R:3
Cr -0.140 0.353 0.339 -0.058 0.040 -0.007
C 0.387 2.379 1.021 -0.014 0.015 -0.028
C -0.466 2.536 -0.109 -0.034 -0.035 -0.008
C -1.744 1.953 0.256 -0.013 0.014 0.088
C -1.584 1.457 1.583 0.020 0.053 -0.011
C -0.287 1.724 2.078 0.075 -0.027 -0.018
C 0.218 1.526 3.493 -0.025 -0.006 0.028
C 1.652 0.991 3.516 -0.003 0.001 -0.006
C -0.690 0.571 4.268 0.009 -0.006 -0.017
C 0.185 2.910 4.162 -0.002 -0.002 -0.001
C -3.138 1.978 -0.394 -0.024 0.039 -0.024
C -4.148 1.233 0.494 0.004 0.001 -0.010
C -3.237 1.330 -1.785 0.005 0.001 0.003
C -3.592 3.446 -0.444 0.003 -0.009 -0.013
C 0.046 3.341 -1.309 0.034 0.025 0.000
C 0.033 4.821 -0.892 0.003 0.002 0.004
C -0.744 3.182 -2.604 -0.024 -0.009 0.006
C 1.492 2.934 -1.633 -0.005 -0.021 -0.002
H 1.407 2.728 1.070 0.005 -0.015 -0.003
H -2.346 0.947 2.146 -0.021 -0.008 -0.002
H 1.699 -0.038 3.153 0.001 -0.001 0.001
H 2.026 0.996 4.540 0.003 0.002 0.001
H 2.328 1.605 2.918 0.006 0.003 0.001
H -0.738 -0.413 3.795 0.001 0.001 0.004
H -1.704 0.964 4.362 -0.004 0.000 0.000
H -0.301 0.434 5.277 0.000 0.003 0.005
H 0.863 3.606 3.664 0.000 0.003 -0.004
H 0.493 2.827 5.205 0.002 -0.003 0.003
H -0.819 3.336 4.137 -0.003 0.000 0.000
H -3.923 0.165 0.559 0.006 -0.006 0.018
H -5.135 1.321 0.043 0.004 0.001 -0.003
H -4.219 1.651 1.498 0.020 -0.002 0.015
H -4.282 1.089 -1.983 0.004 -0.012 -0.004
H -2.658 0.408 -1.834 -0.017 -0.005 0.002
H -2.911 1.982 -2.586 0.020 0.008 -0.001
H -3.625 3.877 0.558 -0.002 0.001 0.008
H -4.594 3.504 -0.870 -0.002 0.000 0.000
H -2.935 4.062 -1.054 -0.021 -0.001 0.022
H -0.976 5.157 -0.652 -0.001 0.001 0.005
H 0.410 5.439 -1.708 -0.002 0.000 -0.005
H 0.663 4.992 -0.017 0.002 0.005 0.001
H -1.733 3.627 -2.541 -0.001 -0.018 -0.026
H -0.843 2.135 -2.885 0.008 -0.013 -0.012
H -0.214 3.703 -3.403 0.006 0.004 0.002
H 2.184 3.146 -0.817 0.006 -0.004 0.004
H 1.842 3.502 -2.496 -0.001 0.015 0.007
H 1.545 1.872 -1.896 0.009 0.013 0.020
O 0.237 -6.087 2.812 0.006 -0.001 -0.007
C -1.015 -5.448 2.799 -0.016 -0.017 0.013
C -0.846 -4.069 2.232 0.003 0.029 -0.001
C -1.942 -3.229 2.058 0.014 -0.012 0.013
C -1.744 -1.969 1.542 -0.024 0.027 -0.017
N -0.535 -1.508 1.193 0.013 -0.053 -0.022
C 0.532 -2.311 1.361 -0.033 -0.021 0.004
C 0.408 -3.591 1.873 0.010 0.016 -0.022
C 1.836 -1.719 0.980 0.044 -0.002 0.005
C 3.038 -2.386 1.141 -0.019 0.006 -0.005
C 4.228 -1.750 0.813 -0.016 0.001 0.003
C 5.549 -2.438 0.995 0.015 0.010 0.007
O 5.316 -3.751 1.440 -0.006 -0.004 -0.007
C 4.161 -0.449 0.324 -0.002 -0.007 0.005
C 2.930 0.151 0.181 0.002 0.025 0.004
N 1.781 -0.464 0.493 0.010 -0.017 0.048
H 0.153 -6.960 3.209 -0.001 0.007 -0.001
H -1.437 -5.354 3.806 -0.003 0.000 -0.006
H -1.745 -5.989 2.185 0.002 0.002 0.004
H -2.942 -3.545 2.325 -0.002 -0.004 0.003
H -2.576 -1.293 1.398 -0.003 0.001 -0.009
H 1.265 -4.232 2.004 0.003 -0.001 0.006
H 3.077 -3.391 1.530 -0.002 -0.008 0.003
H 6.138 -1.860 1.717 0.000 0.001 -0.006
H 6.087 -2.418 0.040 -0.002 0.000 0.002
H 6.156 -4.196 1.594 0.001 -0.001 0.005
H 5.056 0.100 0.061 0.004 0.001 -0.003
H 2.847 1.161 -0.194 -0.003 -0.002 -0.012
C 2.527 0.655 -4.716 0.005 -0.012 -0.018
C 1.265 -0.019 -4.186 -0.019 -0.004 -0.025
C 1.617 -1.062 -3.135 0.027 -0.030 0.032
S 0.252 -1.628 -2.110 0.019 -0.017 -0.009
O -0.350 -0.325 -1.533 -0.029 0.012 -0.023
C -0.907 -2.180 -3.369 0.050 -0.038 -0.033
C -1.979 -3.113 -2.816 -0.019 0.008 -0.011
C -3.019 -2.431 -1.937 0.027 -0.024 0.006
H 2.278 1.384 -5.486 -0.001 0.002 0.000
H 3.210 -0.072 -5.155 0.005 0.003 -0.002
H 3.057 1.178 -3.918 0.005 0.002 0.005
H 0.727 -0.491 -5.010 -0.019 0.008 0.007
H 0.599 0.726 -3.747 -0.002 -0.005 -0.008
H 2.340 -0.674 -2.411 -0.009 0.006 -0.009
H 2.049 -1.969 -3.566 0.011 0.003 0.001
H -0.278 -2.711 -4.089 -0.011 0.029 -0.010
H -1.314 -1.289 -3.850 -0.008 0.020 0.027
H -1.494 -3.932 -2.280 -0.007 -0.001 0.009
H -2.474 -3.567 -3.677 0.005 -0.005 0.007
H -2.560 -1.946 -1.073 0.005 0.000 0.015
H -3.742 -3.159 -1.574 -0.004 0.007 0.013
H -3.564 -1.668 -2.493 -0.010 0.011 -0.022
```
Positions in Å, forces in eV/Å.

Results
2S+1 ... 4
E_tot ... -85556.6600 eV
LUMO level (spin up / spin down) ... -5.94 / -6.17 eV
Total charge ... +2
HOMO level (spin up / spin down) ... -0.531 / -0.525 Ha

List of Mulliken charges in e, atom by atom: -0.033 -1.257 0.805 1.052 -0.788 0.927 1.629 -1.465 -1.696 -1.628 1.447 -2.043 -1.316 -1.631 1.844 -1.737 -1.664 -1.747 0.864 0.783 0.133 0.591 0.295 0.195 0.371 0.465 0.345 0.463 0.355 0.290 0.514 0.379 0.604 -0.095 0.161 0.328 0.471 0.265 0.307 0.494 0.353 0.368 -0.122 0.615 0.391 0.767 -0.073 -0.490 -0.605 -0.389 -1.144 -0.567 1.387 0.374 -0.716 0.181 -0.774 -0.430 -0.593 -0.493 -1.116 -1.094 1.441 0.339 0.362 0.349 0.566 0.047 0.808 0.896 0.363 0.346 0.346 0.576 0.223 -1.562 0.108 -0.640 0.806 -0.827 -0.983 -0.692 -0.501 0.412 0.410 0.284 0.543 -0.251 0.005 0.856 0.661 0.319 0.312 0.400 -0.223 0.476 0.320

A cluster of 6 separate species, C22H42N4O2 in total at a distorted geometry. Source: OMol25; level of theory: ωB97M-V/def2-TZVPD.

```
70
Properties=species:S:1:pos:R:3:forces:R:3
C 3.279 -9.375 29.615 0.266 0.991 0.527
C 2.537 -8.375 30.574 0.378 2.102 -1.371
C 2.649 -8.747 32.031 0.027 -0.248 0.746
O 2.798 -7.025 30.378 0.824 -1.390 0.811
H 4.316 -9.631 29.830 0.349 -0.112 0.750
H 3.403 -8.818 28.687 -0.676 -0.346 -0.331
H 2.680 -10.285 29.571 0.052 -0.222 -0.528
H 1.523 -8.506 30.195 -1.071 -0.638 0.375
H 2.237 -9.727 32.272 -0.160 -0.538 0.092
H 2.160 -8.014 32.673 -0.302 0.141 -0.160
H 3.683 -8.738 32.376 0.343 -0.171 -0.168
C 0.224 -8.274 27.316 1.416 1.690 -0.894
C 0.388 -7.411 26.009 2.406 1.446 0.178
C -0.913 -6.854 25.619 -1.930 0.495 -0.695
O 1.372 -6.367 25.996 -1.697 -2.083 0.531
H 1.245 -8.628 27.454 -0.183 -0.554 0.384
H -0.526 -9.055 27.186 -0.043 -0.073 0.249
H 0.053 -7.546 28.109 -0.392 -0.295 0.323
H 0.645 -8.156 25.255 0.196 -0.648 -0.703
H -0.879 -6.339 24.659 0.325 0.317 0.003
H -1.315 -6.173 26.369 0.125 0.260 0.149
H -1.677 -7.615 25.462 -0.372 -0.556 0.138
C 4.644 -13.809 31.491 -1.151 0.894 0.398
C 4.713 -12.299 32.035 -1.162 -3.070 -1.579
C 6.034 -11.740 31.627 0.589 0.515 2.096
C 6.326 -11.845 30.233 0.213 0.529 -2.144
N 6.559 -11.918 29.103 -0.103 -0.122 1.104
H 5.373 -14.434 32.007 0.258 0.012 -0.377
H 4.648 -13.880 30.404 1.018 0.300 -0.063
H 3.678 -14.295 31.625 -0.300 0.239 0.828
H 4.544 -12.352 33.111 0.207 0.477 -0.058
H 3.944 -11.716 31.528 -0.218 0.031 0.325
H 6.842 -12.252 32.150 0.129 -0.167 0.124
H 6.026 -10.734 32.047 0.461 0.442 -0.717
C 8.124 -6.498 32.350 0.705 0.676 1.005
C 6.804 -6.577 33.082 0.232 -0.588 -0.019
C 5.655 -6.770 32.119 -0.669 0.024 -0.305
C 5.569 -5.685 31.171 -0.662 1.696 -0.707
N 5.426 -4.789 30.460 0.554 -0.388 0.421
H 8.449 -7.368 31.780 -0.338 -0.068 0.039
H 8.769 -6.365 33.218 1.002 -0.008 -0.411
H 8.199 -5.597 31.742 -0.062 -0.122 -0.153
H 6.752 -5.709 33.739 -0.533 0.489 -0.457
H 6.916 -7.353 33.839 -0.469 -0.648 -0.261
H 4.650 -6.851 32.532 0.059 -0.135 0.138
H 5.778 -7.601 31.425 0.124 -0.668 0.494
C -1.056 -7.113 30.783 -1.032 -1.201 0.262
C -0.883 -7.366 32.303 0.408 0.529 -0.851
C -2.107 -7.474 33.276 1.199 1.072 -0.779
C -3.242 -8.186 32.731 -1.006 -2.120 -0.456
N -4.113 -8.851 32.348 0.991 1.121 0.388
H -0.243 -6.558 30.315 0.196 -0.341 0.233
H -2.001 -6.712 30.415 -0.169 0.342 0.437
H -1.084 -8.162 30.485 0.212 0.322 -1.302
H -0.099 -6.661 32.579 -0.398 0.160 0.995
H -0.364 -8.324 32.292 -0.034 -0.082 0.586
H -2.545 -6.509 33.529 0.470 0.337 0.186
H -1.675 -7.934 34.165 -0.682 -0.167 0.201
C 0.708 -13.465 33.407 -0.195 0.131 0.039
C -0.059 -12.888 32.193 0.317 -0.494 0.607
C -0.744 -11.502 32.444 0.623 -0.787 -0.919
C -1.663 -11.422 33.573 -0.059 -0.351 -0.211
N -2.394 -11.374 34.456 0.043 0.001 0.156
H 0.040 -13.428 34.267 0.049 0.106 0.185
H 1.638 -12.963 33.674 -0.136 0.478 -0.163
H 1.004 -14.511 33.327 -0.222 -0.121 -0.501
H -0.775 -13.649 31.881 -0.625 0.186 0.374
H 0.538 -12.856 31.282 0.435 0.618 0.211
H -1.260 -11.313 31.503 -0.352 0.424 0.204
H -0.012 -10.702 32.555 0.206 -0.077 -0.007
```
Positions in Å, forces in eV/Å.

Results
E_tot ... -33544.8900 eV
LUMO level ... 3.86 eV
Energy relative to the best compared isomer or geometry (same formula, charge and spin) ... 59.0 kJ/mol
Total charge ... -2
HOMO level ... 0.010 Ha

List of natural (NBO) charges in e, atom by atom: -0.660 0.091 -0.630 -0.948 0.150 0.254 0.167 0.104 0.147 0.199 0.165 -0.669 0.102 -0.609 -0.971 0.218 0.161 0.202 0.065 0.184 0.178 0.143 -0.631 -0.381 -0.532 0.299 -0.324 0.191 0.226 0.207 0.207 0.242 0.226 0.265 -0.607 -0.380 -0.547 0.313 -0.340 0.203 0.189 0.219 0.199 0.189 0.286 0.256 -0.630 -0.395 -0.528 0.312 -0.366 0.275 0.197 0.208 0.234 0.199 0.235 0.251 -0.619 -0.379 -0.537 0.309 -0.362 0.208 0.209 0.204 0.200 0.223 0.268 0.266